ORCA calculation (ωB97M-V with the def2-TZVPD basis set) on a structure of composition Cl2Na6O8 at a distorted geometry.

XYZ file:
```
16
Properties=species:S:1:pos:R:3:forces:R:3:mulliken_charge:R:1
Na 1.3447 19.2572 2.9008 0.4 0.1 -0.8 0.958
Na 3.7268 24.5227 6.8468 0.8 0.2 -0.6 0.921
Na 4.5371 17.4606 6.0719 0.4 -0.2 -0.1 0.946
Na -0.1763 18.3601 7.6759 0.2 -0.5 0.7 0.942
Na 5.6965 20.5739 8.2242 0.6 0.6 0.0 0.914
Na -1.2893 21.3515 6.3685 -0.3 0.9 0.0 0.973
Cl 2.8069 20.3522 6.6116 0.2 2.5 2.2 1.835
O 3.2501 19.4972 7.6416 1.4 -2.5 1.8 -0.769
O 3.0024 19.6062 5.3830 -1.0 0.9 -0.7 -0.617
O 1.3752 20.6108 6.9876 0.0 -0.4 -2.0 -0.702
O 3.5711 21.5822 6.7778 -1.5 -1.4 -1.4 -0.480
Cl 6.3747 22.8722 4.7049 7.5 -0.2 -1.3 1.596
O 7.0279 23.2341 5.9926 -1.5 0.7 -0.9 -0.657
O 4.9947 22.7876 4.9192 -5.0 1.4 0.6 -0.639
O 6.8441 23.6756 3.5671 -2.0 -0.3 2.6 -0.551
O 6.7996 21.5342 4.4360 -0.1 -1.7 -0.1 -0.670
```
Positions in Å, forces in eV/Å.

The spin multiplicity is 1. The highest occupied orbital energy comes out at -17.7 eV. As for the HOMO-LUMO gap: 2.99 eV. As for the net charge: +4. The energy comes out at -67870.6485 eV.